105
Properties=species:S:1:pos:R:3 method="wB97M-V/def2-TZVPD" orbital_gap_ev=6.88 molar_mass_g_mol=783.96 lumo_ev=1.98 charge=-1
C -4.708 1.190 -3.802
C -3.762 2.363 -3.156
O -4.076 2.686 -1.749
P -3.118 1.691 -0.670
O -3.797 1.823 0.786
C -1.315 2.278 -0.463
C -0.640 1.849 1.001
C 0.929 1.367 0.850
O 1.526 2.567 0.176
O 1.187 0.332 -0.204
B 2.518 -0.271 0.008
Br 4.117 0.638 -0.791
P 2.545 -2.017 -0.780
S 2.101 -3.447 0.505
O 2.693 -0.122 1.479
C 1.713 0.770 2.184
C 0.894 -0.371 3.090
O -0.320 0.168 3.730
C -0.080 0.515 5.148
C 2.735 1.794 2.968
Cl 3.509 1.025 4.509
C 2.086 3.290 3.265
C 2.966 4.498 2.515
O -3.315 0.029 -1.141
C -2.033 -0.671 -1.305
C -1.319 -0.438 -2.783
H -4.141 0.148 -3.673
H -4.923 1.297 -4.948
H -5.697 1.078 -3.152
H -3.985 3.356 -3.774
H -2.611 2.172 -3.261
H -0.586 1.992 -1.332
H -1.348 3.471 -0.447
H -1.242 0.919 1.380
H -0.789 2.775 1.722
H 1.119 3.408 0.553
H 1.533 -2.021 -1.845
H 3.827 -2.228 -1.441
H 1.592 -0.957 3.826
H 0.518 -1.171 2.287
H 0.780 1.291 5.320
H 0.106 -0.421 5.837
H -1.077 1.034 5.546
H 3.663 1.987 2.242
H 1.973 3.519 4.429
H 0.999 3.371 2.823
H 3.653 4.092 1.655
H 3.625 5.077 3.310
H 2.237 5.293 2.006
H -2.289 -1.837 -1.268
H -1.276 -0.509 -0.398
H -1.042 0.676 -3.008
H -2.088 -0.759 -3.638
H -0.326 -1.086 -2.912
C 3.063 -2.055 9.960
C 2.439 -1.503 8.681
C 1.689 -2.570 7.850
O 2.544 -3.441 7.103
C 3.079 -4.522 7.851
N 3.484 -0.838 7.889
H 3.970 -2.636 9.771
H 3.346 -1.236 10.631
H 2.354 -2.694 10.499
H 1.704 -0.747 8.983
H 1.079 -2.048 7.104
H 0.992 -3.147 8.470
H 2.377 -4.891 8.605
H 4.020 -4.223 8.319
H 3.302 -5.337 7.158
H 3.045 -0.390 7.082
H 4.061 -1.574 7.470
C 0.602 -8.617 -2.615
C 0.291 -7.402 -1.744
C 0.262 -6.070 -2.530
O 1.556 -5.554 -2.855
C 2.142 -6.126 -4.014
N 1.251 -7.353 -0.632
H 1.659 -8.682 -2.886
H 0.355 -9.542 -2.081
H 0.013 -8.600 -3.538
H -0.711 -7.556 -1.325
H -0.204 -5.312 -1.890
H -0.364 -6.145 -3.427
H 1.397 -6.372 -4.777
H 2.717 -7.014 -3.741
H 2.842 -5.400 -4.435
H 0.982 -6.595 -0.002
H 2.146 -7.036 -1.019
C -3.567 4.478 -7.474
C -4.037 5.512 -6.454
C -4.341 6.896 -7.074
O -3.177 7.670 -7.381
C -2.565 7.345 -8.620
N -3.039 5.611 -5.378
H -2.531 4.635 -7.788
H -3.619 3.471 -7.046
H -4.201 4.491 -8.367
H -4.971 5.135 -6.021
H -4.896 7.483 -6.333
H -4.993 6.811 -7.951
H -3.297 7.055 -9.380
H -1.830 6.550 -8.475
H -2.028 8.227 -8.976
H -3.401 6.232 -4.654
H -2.236 6.123 -5.756